#a
This record from the OMol25 dataset describes a gas-phase ion, C5H11FN (charge +1). The level of theory is ωB97M-V/def2-TZVPD.

Element x y z (Å)
C: -2.55870 -0.92358 0.16504
C: -1.71799 0.06606 0.05367
F: -2.18886 1.23861 -0.46808
C: 0.07426 0.08122 0.14240
C: 0.71065 -0.36629 1.40037
C: 0.48168 -0.72276 -1.12714
N: 0.29948 1.64084 -0.09450
H: -3.53424 -0.62238 -0.12846
H: -2.37895 -1.92536 0.56649
H: 1.84870 -0.00546 1.28554
H: 0.79868 -1.41179 1.46148
H: 0.25733 -0.06414 2.34544
H: 1.54177 -0.64005 -1.39978
H: -0.08428 -0.34515 -1.90557
H: 0.23537 -1.76429 -0.97392
H: 0.50124 2.03141 0.77370
H: -0.59470 2.19129 -0.46978
H: 1.01943 1.89250 -0.70774

Properties
Structure (SMILES) = C=C(F)C(C)(C)[NH3+]
Kohn-Sham gap = 10.86 eV
Charge = +1
E_LUMO = -3.4052 eV

Here are the natural (NBO) charges for atoms 1 to 6, given in e:
1 C -0.46
2 C 0.37
3 F -0.35
4 C 0.16
5 C -0.67
6 C -0.63


#b
This record from the OMol25 dataset describes a gas-phase ion, C5H11FN (charge +1). The level of theory is ωB97M-V/def2-TZVPD.

Element x y z (Å)
C: -0.71257 -1.33399 1.34822
N: -0.61733 -0.34214 0.29967
F: -2.10042 -0.09762 -0.06032
C: 0.04804 -0.76031 -0.94261
C: 1.14658 0.27739 -1.17932
C: 0.54056 1.53566 -0.56158
C: -0.09394 0.96741 0.70179
H: -1.22238 -0.91269 2.21576
H: -1.27891 -2.19554 0.98734
H: 0.28854 -1.65373 1.63812
H: -0.68468 -0.73245 -1.75305
H: 0.41330 -1.78276 -0.84805
H: 1.37861 0.38940 -2.23475
H: 2.05762 -0.00292 -0.65192
H: 1.28067 2.30013 -0.33937
H: -0.21645 1.96622 -1.21768
H: 0.66385 0.79910 1.47103
H: -0.89111 1.57884 1.12674

Properties
Structure (SMILES) = C[N+]1(F)CCCC1
Kohn-Sham gap = 11.76 eV
Charge = +1
E_LUMO = -5.0104 eV

Here are the natural (NBO) charges for atoms 1 to 6, given in e:
1 C -0.43
2 N 0.19
3 F -0.23
4 C -0.26
5 C -0.41
6 C -0.42


Most stable to least stable, the ends of the list are #a and #b.


#a
This record from the OMol25 dataset describes a single C12H20N4O3 molecule. The level of theory is ωB97M-V/def2-TZVPD.

Element x y z (Å)
C: -2.55523 -0.28084 -2.21284
C: -1.61807 0.44954 -3.15803
C: -1.11298 -0.48494 -4.24894
C: -0.46900 1.18702 -2.39461
C: 0.55527 0.29082 -1.66236
N: -0.01579 -0.31590 -0.44719
C: 0.35044 -1.55567 -0.00959
O: 1.17452 -2.23156 -0.58183
C: -0.27818 -2.00512 1.31349
N: -0.17976 -3.42693 1.43920
C: 0.36383 -1.32166 2.54706
C: -0.05866 0.10286 2.78394
C: -0.56737 0.68164 3.92111
N: -0.81422 1.98426 3.61862
C: -0.45149 2.20083 2.34756
N: 0.03251 1.07261 1.78560
C: 1.81873 1.14878 -1.34245
O: 2.52259 1.59561 -2.24000
O: 2.00911 1.40294 -0.04542
H: -2.14922 -1.16506 -1.72194
H: -2.87280 0.43692 -1.42521
H: -3.52716 -0.54435 -2.65438
H: -2.11578 1.26985 -3.70175
H: -0.40322 0.10602 -4.85051
H: -2.01006 -0.82917 -4.79248
H: -0.54287 -1.25667 -3.67040
H: 0.10587 1.73177 -3.15064
H: -0.88631 1.87407 -1.63249
H: 0.89011 -0.49480 -2.35226
H: -0.39546 0.36125 0.20261
H: -1.34088 -1.80340 1.19658
H: 0.80926 -3.65951 1.35076
H: -0.57998 -3.85761 0.61020
H: 1.45464 -1.29336 2.40231
H: 0.16887 -1.87710 3.44716
H: -0.84826 0.30197 4.90249
H: -1.21493 2.61882 4.30836
H: -0.45482 3.17331 1.82219
H: 1.24022 1.09331 0.56774

Properties
Structure (SMILES) = CC(C)C[C@H](NC(=O)[C@@H](N)Cc1c[nH]cn1)C(=O)O
Kohn-Sham gap = 9.28 eV
Charge = 0
E_LUMO = 0.1909 eV

Here are the natural (NBO) charges for atoms 1 to 6, given in e:
1 C -0.62
2 C -0.21
3 C -0.61
4 C -0.39
5 C -0.18
6 N -0.67


#b
This record from the OMol25 dataset describes a single C12H20N4O3 molecule. The level of theory is ωB97M-V/def2-TZVPD.

Element x y z (Å)
C: 1.77007 -1.40270 1.61922
C: 0.92895 -1.97325 2.80216
C: 1.13389 -3.32888 3.35359
C: -0.62714 -1.53534 2.85450
C: -0.72690 0.13838 2.34202
N: -0.28104 0.40523 0.97609
C: -0.98084 0.18404 -0.14628
O: -2.10010 -0.33174 -0.18680
C: -0.59507 1.15660 -1.32281
N: 0.85216 1.59278 -1.07074
C: -0.84234 0.53490 -2.70119
C: -0.80530 1.41199 -3.82093
C: -1.73020 1.42217 -4.77128
N: -0.81286 1.72622 -6.00176
C: 0.42867 2.03408 -5.65210
N: 0.43494 1.75421 -4.25752
C: -0.01730 1.03898 3.39380
O: 0.96879 1.67428 3.07853
O: -0.41737 1.19890 4.79492
H: 1.59672 -1.75091 0.45817
H: 2.08474 -0.39667 1.77616
H: 2.75150 -1.91834 1.49600
H: 1.32567 -1.16734 3.48873
H: 1.34313 -3.91158 2.30612
H: 2.12372 -3.39130 4.11828
H: 0.13518 -3.60751 3.93125
H: -1.25021 -2.09640 2.04286
H: -0.99139 -1.80291 3.85414
H: -1.81242 0.40259 2.29328
H: 0.61924 0.99499 1.04113
H: -1.18496 1.98633 -1.04802
H: 1.42380 0.83531 -1.03688
H: 1.14594 2.00306 -1.92896
H: -1.87814 0.03062 -2.54880
H: -0.07107 -0.32501 -2.58604
H: -2.71358 0.97893 -4.84045
H: -1.18851 1.99535 -6.88723
H: 1.15169 2.74226 -5.98278
H: -1.19205 0.69771 4.76962

Properties
Structure (SMILES) = CC(C)C[C@H](NC(=O)[C@@H](N)Cc1c[nH]cn1)C(=O)O
Kohn-Sham gap = 9.55 eV
Charge = 0
E_LUMO = 0.6821 eV

Here are the natural (NBO) charges for atoms 1 to 6, given in e:
1 C -0.64
2 C -0.26
3 C -0.62
4 C -0.38
5 C -0.15
6 N -0.65


#c
This record from the OMol25 dataset describes a single C12H20N4O3 molecule. The level of theory is ωB97M-V/def2-TZVPD.

Element x y z (Å)
C: 1.99277 -3.56027 2.67737
C: 0.91654 -2.67507 2.10344
C: 1.37710 -1.37824 1.45154
C: 1.91694 -0.40808 2.51770
C: 0.22510 -0.72318 0.62921
N: -0.97782 -0.57926 1.48166
C: 0.03254 -1.51393 -0.68682
O: 0.55013 -2.58397 -0.96672
N: -0.93237 -1.05826 -1.57889
C: -1.37201 0.27197 -1.69514
C: -0.30478 1.25951 -2.36969
C: -0.22304 2.57865 -1.69980
C: -0.56135 3.77198 -2.28666
N: -0.36342 4.72079 -1.32613
C: 0.17789 4.09126 -0.22016
N: 0.29637 2.81946 -0.43119
C: -2.70830 0.36236 -2.43454
O: -3.10369 1.30492 -3.10640
O: -3.52570 -0.71333 -2.31937
H: 2.33631 -3.09154 3.64462
H: 2.86417 -3.69681 2.05357
H: 1.67007 -4.55199 2.97229
H: 0.37938 -3.24146 1.33548
H: 0.13823 -2.49578 2.89483
H: 2.15370 -1.57499 0.69323
H: 2.53977 0.35306 2.10422
H: 1.02439 0.08307 3.01230
H: 2.47350 -1.04324 3.29978
H: 0.51867 0.24242 0.35305
H: -1.44666 0.31359 1.32952
H: -1.62341 -1.35461 1.24334
H: -0.82567 -1.57775 -2.39909
H: -1.54849 0.62850 -0.67377
H: 0.63225 0.74826 -2.33639
H: -0.59256 1.37627 -3.38843
H: -0.99620 4.01851 -3.24373
H: -0.52035 5.65967 -1.54152
H: 0.52640 4.63173 0.65603
H: -3.11638 -1.41424 -1.74871

Properties
Structure (SMILES) = CC[C@H](C)[C@H](N)C(=O)N[C@@H](Cc1c[nH]cn1)C(=O)O
Kohn-Sham gap = 9.51 eV
Charge = 0
E_LUMO = 0.5485 eV

Here are the natural (NBO) charges for atoms 1 to 6, given in e:
1 C -0.60
2 C -0.42
3 C -0.21
4 C -0.61
5 C -0.16
6 N -0.83


#d
This record from the OMol25 dataset describes a single C12H20N4O3 molecule. The level of theory is ωB97M-V/def2-TZVPD.

Element x y z (Å)
C: -4.90667 -0.47415 -0.42665
C: -3.69286 0.05525 0.26383
C: -2.38846 -0.67121 -0.17807
C: -2.18499 -2.05111 0.44064
C: -1.13661 0.15473 0.28698
N: -1.20015 0.64799 1.69562
C: -0.84149 1.23667 -0.70872
O: -1.73917 1.76039 -1.41695
N: 0.37742 1.91201 -0.61358
C: 1.64668 1.33234 -0.05023
C: 2.36450 0.53486 -1.14061
C: 3.18033 -0.61786 -0.61473
C: 4.57896 -0.70496 -0.40422
N: 4.61636 -1.98815 0.15863
C: 3.40697 -2.52389 0.32992
N: 2.48938 -1.72142 -0.21634
C: 2.50722 2.42881 0.45531
O: 3.73087 2.41153 0.34367
O: 1.80157 3.51389 0.82371
H: -5.01509 -1.53138 -0.32131
H: -5.08348 -0.12110 -1.54842
H: -5.79790 -0.01384 0.01857
H: -3.57745 1.14871 0.12054
H: -3.71958 -0.01331 1.42714
H: -2.24041 -0.85546 -1.24122
H: -0.97794 -2.32993 0.37740
H: -2.55641 -1.96950 1.58775
H: -2.95893 -2.83049 -0.11334
H: -0.25763 -0.56442 0.29827
H: -0.21736 0.92764 1.84045
H: -1.81484 1.48423 1.85507
H: 0.59297 2.36875 -1.54944
H: 1.38338 0.68353 0.75539
H: 1.62773 0.10051 -1.91141
H: 3.01009 1.18397 -1.71846
H: 5.41768 -0.13145 -0.62806
H: 5.49631 -2.66295 0.12748
H: 3.21493 -3.48859 0.91951
H: 0.86406 3.37933 0.67589

Properties
Structure (SMILES) = CC[C@H](C)[C@H](N)C(=O)N[C@@H](Cc1c[nH]cn1)C(=O)O
Kohn-Sham gap = 9.56 eV
Charge = 0
E_LUMO = 0.6122 eV

Here are the natural (NBO) charges for atoms 1 to 6, given in e:
1 C -0.61
2 C -0.41
3 C -0.24
4 C -0.62
5 C -0.16
6 N -0.81


Most stable to least stable, the ends of the list are #a and #b.


#a
This record from the OMol25 dataset describes a single C5H6O molecule. The level of theory is ωB97M-V/def2-TZVPD.

Element x y z (Å)
C: 2.50561 0.49348 -0.31897
C: 1.56241 -0.20096 -0.04003
C: 0.44754 -1.05003 0.33834
O: -0.48890 -1.39861 -0.67508
C: -0.93867 -0.55129 0.36924
C: -1.30859 0.86038 0.00592
H: 3.33915 1.10804 -0.58131
H: 0.71167 -1.87291 1.00300
H: -1.60960 -1.04746 1.07452
H: -0.55573 1.30158 -0.65166
H: -1.38852 1.47381 0.90934
H: -2.27625 0.88249 -0.50580

Properties
Structure (SMILES) = C#C[C@@H]1O[C@@H]1C
Kohn-Sham gap = 11.04 eV
Charge = 0
E_LUMO = 1.0936 eV

Here are the natural (NBO) charges for atoms 1 to 6, given in e:
1 C -0.21
2 C -0.05
3 C -0.03
4 O -0.47
5 C 0.09
6 C -0.64


#b
This record from the OMol25 dataset describes a single C5H6O molecule. The level of theory is ωB97M-V/def2-TZVPD.

Element x y z (Å)
C: 2.18962 -0.16475 0.39188
C: 1.28998 0.96854 0.18694
C: 0.18202 0.47400 -0.00888
C: -1.23159 0.47066 0.16817
C: -1.97448 -0.47688 -0.72217
O: -2.95462 -1.09228 -0.39463
H: 2.48573 -0.27962 1.44120
H: 2.93331 -0.13864 -0.38689
H: 1.56681 -1.03984 -0.07984
H: -1.51083 1.50186 -0.09577
H: -1.50893 0.31284 1.20879
H: -1.55188 -0.56910 -1.74122

Properties
Structure (SMILES) = CC#CCC=O
Kohn-Sham gap = 9.35 eV
Charge = 0
E_LUMO = -0.0117 eV

Here are the natural (NBO) charges for atoms 1 to 6, given in e:
1 C -0.65
2 C -0.07
3 C 0.08
4 C -0.62
5 C 0.45
6 O -0.50


#c
This record from the OMol25 dataset describes a single C5H6O molecule. The level of theory is ωB97M-V/def2-TZVPD.

Element x y z (Å)
C: 1.55315 -1.27051 -0.74295
C: 0.17562 -1.16154 -0.32027
C: -0.97783 -0.87521 -0.06216
C: -1.39557 0.52401 0.01326
C: -0.87224 1.33745 1.10963
O: -0.22707 1.37276 -0.14283
H: 1.67267 -0.76312 -1.70747
H: 2.22163 -0.78917 -0.02046
H: 1.81102 -2.32161 -0.84708
H: -2.25797 0.84730 -0.56082
H: -0.36470 0.81657 1.92286
H: -1.33871 2.28308 1.35831

Properties
Structure (SMILES) = CC#C[C@H]1CO1
Kohn-Sham gap = 10.41 eV
Charge = 0
E_LUMO = 1.0662 eV

Here are the natural (NBO) charges for atoms 1 to 6, given in e:
1 C -0.71
2 C 0.16
3 C -0.16
4 C 0.00
5 C -0.10
6 O -0.51


Most stable to least stable, the ends of the list are #a and #b.


#a
This record from the OMol25 dataset describes a single C5H6O molecule. The level of theory is ωB97M-V/def2-TZVPD.

Element x y z (Å)
C: 0.36356 0.15588 -1.63188
C: -0.42397 0.73037 -0.46920
C: -0.82835 1.96957 -0.56814
C: -0.71387 -0.13912 0.71683
C: 0.37335 -0.58370 1.59136
O: -0.55239 0.40717 2.01060
H: 0.39428 0.84417 -2.48141
H: 1.39296 -0.05087 -1.31873
H: -0.09237 -0.78290 -1.96209
H: -1.58991 -0.78116 0.60794
H: 1.38588 -0.22567 1.40636
H: 0.29082 -1.54375 2.09836

Properties
Kohn-Sham gap = 9.74 eV
Charge = 0
E_LUMO = -0.3147 eV

Here are the natural (NBO) charges for atoms 1 to 6, given in e:
1 C -0.60
2 C -0.42
3 C 0.28
4 C 0.05
5 C -0.11
6 O -0.47


#b
This record from the OMol25 dataset describes 2 unconnected molecules or ions with the total composition C5H6O. The level of theory is ωB97M-V/def2-TZVPD.

Element x y z (Å)
C: 0.94142 -0.99892 -1.09483
C: 0.02949 -0.46756 0.04093
C: -0.91367 0.68329 -0.37006
O: -1.34815 0.56817 -1.48103
C: -1.15233 1.62412 0.73931
C: -0.51218 1.43398 1.79336
H: 1.66867 -1.67764 -0.64223
H: 1.47627 -0.20887 -1.63547
H: 0.41009 -1.59939 -1.85762
H: 0.30251 0.19542 1.34657
H: -0.59727 -1.30696 0.37249
H: -0.30485 1.75435 2.78858

Properties
Kohn-Sham gap (spin up / spin down) = 8.67 / 8.67 eV
Charge = 0
E_LUMO (spin up / spin down) = -0.7388 / -0.7388 eV

Here are the natural (NBO) charges for atoms 1 to 6, given in e:
1 C -0.64
2 C -0.33
3 C 0.49
4 O -0.49
5 C -0.11
6 C -0.24


#c
This record from the OMol25 dataset describes a single C5H6O molecule. The level of theory is ωB97M-V/def2-TZVPD.

Element x y z (Å)
C: -3.32215 -0.15506 -0.04606
C: -2.06103 -0.05772 -0.03390
C: -0.74801 0.40006 -0.12709
C: 0.37752 -0.27592 0.21042
C: 1.74812 0.38024 0.34252
O: 2.77835 -0.40073 -0.27806
H: -4.41340 -0.40900 -0.12804
H: -0.51613 1.43027 -0.53928
H: 0.28408 -1.22394 0.75948
H: 1.99740 0.34748 1.38863
H: 1.70304 1.41854 -0.03320
H: 2.75151 -0.10708 -1.29847

Properties
Structure (SMILES) = C#C/C=C/CO
Kohn-Sham gap = 9.56 eV
Charge = 0
E_LUMO = 0.4881 eV

Here are the natural (NBO) charges for atoms 1 to 6, given in e:
1 C -0.21
2 C -0.05
3 C -0.30
4 C -0.14
5 C -0.10
6 O -0.71


Most stable to least stable, the ends of the list are #c and #b.